# 1
{"formula": "C5H10O2", "method": "ωB97M-V with the def2-TZVPD basis set", "species": ["C", "C", "O", "C", "C", "C", "O", "H", "H", "H", "H", "H", "H", "H", "H", "H", "H"], "positions_angstrom": [[1.945465, -1.547947, -0.164796], [1.270340, -0.275027, 0.286358], [0.422438, -0.536948, 1.402546], [-0.877815, -0.109602, 1.046040], [-0.603499, 0.918329, -0.040918], [-1.754583, 1.240158, -0.969889], [0.456601, 0.260965, -0.730064], [1.187487, -2.278466, -0.461487], [2.620572, -1.361516, -1.004779], [2.522230, -1.955880, 0.670530], [2.011507, 0.478786, 0.602695], [-1.460544, -0.943003, 0.623143], [-1.386310, 0.278365, 1.932300], [-0.212365, 1.841181, 0.418611], [-1.381170, 1.651109, -1.911457], [-2.406850, 1.988530, -0.507850], [-2.353503, 0.350966, -1.190982]], "atomic_forces_ev_per_a": [[0.014, -0.022, -0.028], [0.330, -0.109, -0.022], [0.019, -0.064, 0.066], [-0.281, 0.094, -0.005], [-0.177, 0.090, 0.093], [-0.016, -0.015, -0.012], [0.011, -0.018, -0.044], [0.093, 0.101, 0.020], [-0.104, 0.015, 0.099], [-0.064, 0.053, -0.135], [-0.111, -0.080, -0.022], [0.045, 0.126, 0.093], [0.084, 0.008, -0.096], [-0.038, -0.097, -0.063], [-0.018, -0.027, 0.132], [0.073, -0.133, -0.061], [0.138, 0.077, -0.013]], "total_energy_ha": -346.9787, "total_charge": 0, "homo_energy_ha": -0.3574, "smiles": "C[C@@H]1OC[C@H](C)O1", "relative_energy_kcal_mol": 29.3}


# 2
{"formula": "C19H24N2O4S", "method": "ωB97M-V with the def2-TZVPD basis set", "species": ["C", "C", "C", "C", "S", "O", "O", "N", "C", "C", "C", "C", "C", "C", "O", "C", "C", "O", "N", "C", "C", "C", "C", "C", "C", "C", "H", "H", "H", "H", "H", "H", "H", "H", "H", "H", "H", "H", "H", "H", "H", "H", "H", "H", "H", "H", "H", "H", "H", "H"], "positions_angstrom": [[-0.869752, -1.006953, 2.944907], [-0.360825, -0.788564, 1.555012], [0.796599, -0.074958, 1.306004], [1.230434, 0.129342, 0.009519], [2.719295, 1.085685, -0.260470], [2.796215, 1.431041, -1.647165], [2.761528, 2.139113, 0.713837], [4.009360, 0.123246, 0.153371], [4.300800, -1.198373, -0.373948], [4.046448, -1.233813, -1.874132], [3.519759, -2.300834, 0.348071], [0.517663, -0.363011, -1.060778], [-0.642800, -1.085263, -0.837812], [-1.084942, -1.300417, 0.462744], [-2.225106, -1.981340, 0.785580], [-3.110176, -2.336533, -0.257732], [-3.622851, -1.101450, -1.018593], [-3.822664, -1.107618, -2.212779], [-3.831787, -0.051787, -0.204259], [-3.948614, 1.315095, -0.681761], [-2.660628, 2.037834, -0.376404], [-1.672121, 2.173279, -1.341448], [-0.454466, 2.749048, -1.021075], [-0.210607, 3.186866, 0.269881], [-1.191078, 3.050840, 1.238064], [-2.409106, 2.478916, 0.917008], [-1.804962, -0.467444, 3.090630], [-1.072893, -2.063134, 3.110992], [-0.148379, -0.656968, 3.677157], [1.363047, 0.355213, 2.117106], [4.179956, 0.215510, 1.141612], [5.373824, -1.360160, -0.196467], [4.495328, -0.365485, -2.346047], [4.475053, -2.138264, -2.299188], [2.980873, -1.217693, -2.081081], [3.842376, -3.275022, -0.010454], [3.695325, -2.253855, 1.421136], [2.452379, -2.199141, 0.166547], [0.862158, -0.159485, -2.061686], [-1.198488, -1.454640, -1.683826], [-2.652213, -3.033988, -0.967411], [-3.948460, -2.838300, 0.233791], [-3.566008, -0.154884, 0.765465], [-4.797980, 1.793296, -0.184500], [-4.135462, 1.263190, -1.755499], [-1.860127, 1.821608, -2.345415], [0.316167, 2.843548, -1.770669], [0.748717, 3.610067, 0.520791], [-1.005719, 3.389389, 2.246735], [-3.175096, 2.377274, 1.674637]], "atomic_forces_ev_per_a": [[-0.002, -0.024, -0.088], [-0.028, -0.088, -0.065], [-0.163, -0.114, 0.041], [0.529, 0.339, -0.366], [0.279, -0.181, 0.356], [-0.132, -0.344, -0.113], [-0.056, -0.135, 0.256], [-0.486, 0.770, -0.026], [-0.133, -0.593, -0.324], [0.280, -0.024, 0.109], [0.212, 0.165, -0.108], [0.158, -0.012, 0.029], [-0.156, -0.218, 0.092], [0.352, 0.153, -0.040], [0.169, 0.062, 0.267], [-0.104, -0.100, -0.348], [0.033, -0.328, 0.438], [0.026, -0.077, -0.374], [-0.210, 0.133, 0.368], [0.033, 0.093, -0.078], [-0.114, 0.055, -0.061], [-0.101, 0.093, 0.024], [-0.026, 0.107, 0.000], [0.008, 0.099, -0.010], [0.009, 0.027, 0.093], [-0.032, 0.023, -0.066], [-0.103, 0.022, 0.089], [-0.031, -0.038, 0.106], [0.035, 0.023, 0.077], [0.002, 0.030, 0.218], [0.006, 0.134, 0.203], [-0.192, 0.106, -0.040], [0.042, 0.011, -0.139], [-0.024, -0.088, -0.021], [-0.109, -0.053, -0.097], [0.022, -0.136, -0.012], [-0.004, -0.041, 0.135], [-0.078, -0.038, -0.008], [-0.021, 0.001, -0.163], [-0.087, -0.046, -0.107], [-0.044, 0.164, 0.036], [0.098, 0.047, -0.105], [0.058, -0.090, -0.155], [0.065, -0.003, -0.132], [-0.049, 0.060, 0.124], [-0.022, -0.057, -0.133], [0.091, 0.003, -0.104], [0.070, 0.053, 0.028], [0.027, 0.043, 0.097], [-0.098, 0.012, 0.094]], "total_energy_ha": -1547.0859, "total_charge": 0, "homo_energy_ha": -0.3233, "smiles": "Cc1cc(S(=O)(=O)NC(C)C)ccc1OCC(=O)NCc1ccccc1", "relative_energy_kcal_mol": 27.5}


# 3
{"formula": "C4H12S", "method": "ωB97M-V with the def2-TZVPD basis set", "species": ["C", "S", "C", "H", "H", "H", "H", "H", "H", "C", "C", "H", "H", "H", "H", "H", "H"], "positions_angstrom": [[1.089250, -0.107469, 1.084125], [1.547656, 1.407730, 1.986023], [3.136523, 1.064862, 2.725040], [1.433419, 0.120798, 0.071288], [1.478453, -1.035086, 1.500122], [0.014963, -0.199460, 1.014892], [3.654182, 2.004431, 2.900154], [3.804345, 0.495875, 2.059437], [3.122743, 0.538342, 3.676223], [-1.874098, -0.933823, -2.559006], [-2.908498, -0.168871, -1.709912], [-0.890553, -0.648771, -2.165834], [-2.087703, -2.002713, -2.420542], [-1.879222, -0.717005, -3.617623], [-3.344109, -0.587126, -0.812058], [-3.753376, -0.032369, -2.383113], [-2.543980, 0.800656, -1.349208]], "atomic_forces_ev_per_a": [[0.506, 0.616, -0.552], [-0.637, 0.140, 0.434], [1.049, -0.604, -0.236], [0.122, -0.813, 0.046], [0.219, 0.185, -0.042], [-0.334, 0.187, 0.311], [-0.210, 0.240, -0.048], [-0.338, 0.141, 0.011], [-0.390, -0.094, 0.065], [0.129, -0.316, 1.837], [-0.457, 0.909, -1.018], [0.058, -0.639, -0.250], [0.544, 0.161, -0.211], [-0.306, 0.302, -0.144], [0.399, -0.964, 0.100], [-0.317, 0.533, 0.240], [-0.038, 0.017, -0.542]], "total_energy_ha": -557.7503, "total_charge": 0, "homo_energy_ha": -0.3094, "smiles": "CSC.CC", "relative_energy_kcal_mol": 12.6}


# 4
{"formula": "C7H16N3", "method": "ωB97M-V with the def2-TZVPD basis set", "species": ["C", "C", "C", "C", "C", "C", "C", "N", "N", "N", "H", "H", "H", "H", "H", "H", "H", "H", "H", "H", "H", "H", "H", "H", "H", "H"], "positions_angstrom": [[-2.623789, 0.727528, 0.188416], [-1.521855, 1.714207, -0.021750], [-1.238560, 0.455041, 0.596225], [-0.577183, -2.329823, 0.364283], [2.739366, 1.483008, 0.336644], [1.251026, -0.457979, 0.400989], [-0.015499, -1.001057, -0.238760], [-3.829082, 0.466229, -0.055509], [0.016134, -1.028446, -1.660761], [1.531027, 0.794457, -0.185082], [-1.367902, 2.023451, -1.040551], [-1.624674, 2.668528, 0.536388], [-0.929616, 0.227705, 1.629917], [-1.565321, -2.560254, 0.124041], [0.044552, -3.090744, -0.013442], [-0.412099, -2.397698, 1.445563], [3.629503, 0.926861, -0.024606], [2.741553, 2.486897, -0.012009], [2.801672, 1.477891, 1.410723], [2.015901, -1.164654, 0.280295], [0.942044, -0.320303, 1.387989], [-4.144841, -0.428530, 0.047258], [0.828317, -1.533464, -2.012964], [-0.750145, -1.232005, -2.216341], [0.600808, 1.281654, -0.005224], [1.458662, 0.811498, -1.261740]], "atomic_forces_ev_per_a": [[0.740, -0.662, -0.381], [-2.427, 4.187, -0.113], [1.731, -5.852, -0.200], [2.316, 2.047, 1.235], [0.848, -0.881, -0.575], [-1.903, -2.477, -1.462], [-3.903, 0.582, 1.205], [1.771, 3.696, -0.853], [2.997, 1.469, 0.834], [-1.341, 2.840, -1.830], [0.498, -0.634, -0.669], [0.401, -0.701, 0.213], [-0.467, 0.782, -0.393], [-1.634, 0.039, -0.484], [0.769, -1.210, -0.742], [-0.374, 0.277, -0.001], [-0.581, 0.454, 0.033], [0.128, 0.771, -0.359], [-0.492, -0.129, 0.420], [1.585, -0.796, 0.052], [0.434, 0.184, 1.811], [-0.750, -3.084, 1.003], [-0.201, 0.061, 0.037], [-2.018, -0.497, -0.568], [1.301, 0.231, 0.115], [0.573, -0.698, 1.672]], "total_energy_ha": -440.1761, "total_charge": 1, "homo_energy_ha": -0.4441, "relative_energy_kcal_mol": 129.1}


# 5
{"formula": "C20H45O16P2", "method": "ωB97M-V with the def2-TZVPD basis set", "species": ["C", "C", "O", "O", "H", "H", "H", "C", "O", "P", "O", "O", "C", "O", "C", "H", "H", "H", "H", "H", "H", "H", "H", "H", "C", "O", "P", "O", "O", "C", "O", "C", "H", "H", "H", "H", "H", "H", "H", "H", "H", "O", "C", "O", "C", "C", "C", "H", "H", "H", "H", "H", "H", "H", "H", "O", "C", "O", "C", "C", "C", "H", "H", "H", "H", "H", "H", "H", "H", "O", "C", "O", "C", "C", "C", "H", "H", "H", "H", "H", "H", "H", "H"], "positions_angstrom": [[23.742313, 12.371121, 13.323232], [23.542475, 10.908348, 12.905829], [24.521534, 10.254712, 12.460337], [22.376613, 10.426462, 13.015059], [24.453741, 12.826716, 12.634458], [24.192265, 12.287233, 14.312481], [22.791188, 12.901933, 13.364367], [24.380448, 12.734613, 23.675289], [24.461207, 13.708256, 22.681704], [24.885829, 13.224504, 21.176690], [23.912494, 12.247578, 20.622415], [24.951451, 14.656232, 20.365556], [25.213416, 14.711822, 18.972010], [26.466654, 12.699620, 21.422354], [27.511433, 13.689894, 21.631990], [25.044675, 13.029721, 24.487579], [24.672295, 11.746641, 23.319161], [23.343170, 12.660005, 24.001780], [24.561276, 15.505675, 18.607879], [25.005500, 13.762147, 18.479052], [26.241853, 14.987676, 18.738914], [27.866642, 13.889569, 20.621023], [27.072282, 14.590313, 22.061498], [28.387694, 13.293425, 22.144932], [21.092424, 9.045211, 17.130961], [20.875501, 7.663062, 17.428995], [21.820417, 6.532619, 16.657065], [21.641828, 6.382191, 15.155348], [23.359853, 6.869444, 17.189137], [23.550178, 7.146388, 18.531999], [21.449579, 5.239128, 17.556047], [22.079652, 4.047783, 17.326436], [22.051405, 9.078463, 16.613896], [21.234712, 9.690177, 17.998057], [20.279050, 9.393002, 16.494116], [23.223685, 8.180010, 18.646630], [24.586378, 6.938201, 18.798528], [22.869127, 6.537191, 19.126267], [21.910478, 3.689819, 16.310888], [21.585214, 3.228105, 17.847739], [23.152670, 4.069143, 17.516912], [24.801299, 17.910937, 14.874006], [24.737813, 17.376203, 13.761636], [23.617360, 17.102440, 12.992755], [22.248101, 17.240169, 13.449691], [21.684907, 18.630802, 13.237555], [26.025956, 17.192155, 13.000872], [22.131817, 16.869642, 14.468162], [21.645668, 16.531724, 12.881105], [21.969628, 19.220221, 14.109120], [20.601699, 18.598983, 13.120332], [22.126774, 19.057546, 12.337145], [26.511720, 16.296945, 13.389106], [26.658325, 18.065874, 13.158427], [25.825712, 16.953306, 11.956387], [29.214413, 12.180737, 17.026871], [29.217888, 11.069354, 17.610119], [30.213623, 10.613294, 18.375618], [31.414136, 11.338368, 18.476427], [32.364819, 10.692726, 19.459583], [27.994570, 10.183675, 17.550247], [31.043830, 12.242085, 18.960452], [31.870453, 11.496371, 17.499227], [33.325001, 11.196826, 19.569377], [32.499391, 9.637416, 19.222298], [31.936960, 10.723919, 20.461609], [28.267733, 9.174871, 17.240741], [27.275600, 10.633121, 16.865290], [27.535904, 10.285652, 18.533772], [19.098613, 13.781244, 9.324034], [18.117417, 14.172190, 10.009645], [17.034625, 14.796517, 9.573103], [16.856323, 15.191854, 8.181477], [17.707955, 16.389854, 7.792315], [18.029148, 13.837939, 11.443029], [15.802846, 15.457814, 8.094566], [17.057519, 14.257413, 7.657586], [17.670462, 17.192455, 8.528868], [17.372309, 16.790359, 6.835740], [18.734046, 16.051871, 7.647373], [17.208880, 14.313673, 11.980565], [18.967589, 13.923506, 11.990843], [17.850217, 12.765600, 11.364444]], "atomic_forces_ev_per_a": [[0.270, -0.516, -0.066], [-1.009, -1.867, -0.972], [0.315, 0.974, 0.402], [0.266, 0.858, 0.418], [-0.008, 0.207, 0.120], [0.065, 0.437, 0.167], [0.104, 0.017, 0.035], [-0.128, -0.897, 0.644], [0.742, 1.136, -2.651], [0.034, 0.470, 0.301], [1.898, 0.720, 0.459], [0.392, -1.842, 2.417], [-0.211, 0.051, -0.750], [-1.948, 0.363, -0.215], [-0.639, -0.030, -1.467], [-0.152, -0.087, 0.137], [0.095, -0.041, -0.018], [0.071, 0.073, 0.202], [0.038, -0.235, -0.270], [-0.224, 0.071, -0.016], [0.115, -0.001, 0.370], [0.131, 0.526, 0.030], [0.405, -0.042, 0.246], [-0.603, -0.277, 0.516], [0.949, -0.035, -1.030], [0.902, -2.219, -0.115], [-0.205, 1.013, -1.377], [0.771, 0.294, 4.019], [-1.710, -1.073, -2.985], [-0.846, 0.419, 0.911], [-0.994, 2.439, 0.215], [0.366, -2.327, -1.218], [-0.167, 0.613, -0.512], [-0.471, -0.491, 0.429], [0.244, 0.097, 0.033], [0.611, 0.189, 0.710], [-0.088, 0.298, -0.030], [0.184, -0.128, 0.365], [0.354, 0.438, -0.516], [0.111, 0.380, 0.866], [-0.003, 0.035, 0.182], [-1.401, -1.491, -1.919], [-0.283, 2.085, 1.060], [0.982, 0.055, 0.938], [-0.217, -0.651, 0.130], [0.684, -0.061, 0.443], [-0.604, -1.029, -0.432], [0.365, 0.371, 0.227], [0.514, -0.130, -0.434], [-0.190, 0.402, -0.208], [0.048, 0.011, 0.129], [-0.082, 0.075, 0.011], [0.182, 0.102, 0.221], [-0.119, -0.173, -0.113], [0.121, 0.379, -0.042], [0.817, -2.857, 1.804], [-0.855, 3.284, -1.988], [-0.664, -1.852, -0.389], [0.061, 1.417, 0.844], [-0.463, -0.726, 0.448], [0.436, 0.671, 0.093], [0.755, 0.813, -0.613], [-0.211, 0.198, 0.020], [-0.037, 0.054, -0.537], [0.298, 0.007, -0.086], [-0.205, -0.071, 0.032], [-0.282, -0.039, 0.402], [0.312, -0.143, -0.186], [-0.004, -0.720, 0.178], [-3.189, 1.626, 1.264], [3.552, -1.098, -2.014], [-0.694, 1.002, -0.075], [0.273, -0.429, 0.673], [0.412, -0.677, -0.312], [-0.235, -0.594, 0.661], [-0.004, -0.260, 0.200], [0.105, 0.419, -0.687], [-0.071, -0.156, 0.080], [-0.140, -0.013, -0.015], [0.087, 0.222, 0.192], [0.082, -0.012, -0.173], [0.016, 0.193, -0.336], [-0.178, -0.219, 0.519]], "total_energy_ha": -2675.7727, "total_charge": -1, "homo_energy_ha": -0.1253, "relative_energy_kcal_mol": 76.8}


# 6
{"formula": "C4H11N2S", "method": "ωB97M-V with the def2-TZVPD basis set", "species": ["C", "C", "C", "C", "N", "N", "S", "H", "H", "H", "H", "H", "H", "H", "H", "H", "H", "H"], "positions_angstrom": [[-1.013903, -1.100945, -0.653019], [-2.070436, -0.282304, 0.038371], [-2.817781, 0.840306, -0.661366], [0.863771, -1.164945, 1.479916], [3.039298, 1.268992, -0.683478], [-1.804060, 1.216569, -0.012258], [0.621668, -0.509194, -0.178174], [-1.184756, -2.103382, -0.373949], [-1.159474, -1.015467, -1.788497], [-2.410549, -0.611479, 1.035278], [3.614016, 0.340250, -0.697884], [-3.585678, 1.357831, -1.233206], [0.911432, -2.254854, 1.568116], [1.761775, -0.695723, 1.958535], [-0.022755, -0.961448, 2.216520], [2.868190, 1.582410, -1.614302], [-1.240512, 2.051933, -0.161393], [3.629746, 2.041453, -0.239203]], "atomic_forces_ev_per_a": [[-0.775, 0.725, -1.481], [0.024, 0.949, 0.322], [0.574, -0.372, 1.512], [-1.611, 0.094, 2.478], [2.279, -0.682, 1.827], [-1.304, 0.298, -1.249], [0.384, 0.043, -0.388], [-0.018, -1.360, 0.149], [0.584, -0.117, 1.584], [0.050, 0.341, -0.647], [-1.213, 2.582, -0.181], [0.173, -0.501, -0.337], [0.481, 0.120, -0.610], [-0.748, -0.371, -0.779], [1.418, 0.228, -1.385], [0.031, -0.098, -0.828], [0.554, -0.156, 0.796], [-0.886, -1.724, -0.782]], "total_energy_ha": -666.3251, "total_charge": 1, "homo_energy_ha": -0.4584, "relative_energy_kcal_mol": 89.7}